[1]
Below is a single C18H16ClFN4OS molecule, with properties calculated with ωB97M-V with the def2-TZVPD basis set.

Positions of all 42 atoms, in Å:
C1 -1.10 -1.90 -1.47
N1 -1.82 -1.72 -0.24
C2 -2.98 -1.03 -0.06
N2 -3.33 -1.04 1.20
N3 -2.40 -1.72 1.87
C3 -1.49 -2.12 1.02
C4 -0.30 -2.94 1.37
N4 0.93 -2.36 0.84
C5 1.15 -1.02 0.83
O1 0.33 -0.21 1.22
C6 2.48 -0.60 0.30
C7 3.14 -1.21 -0.75
C8 4.34 -0.74 -1.25
C9 4.91 0.38 -0.67
C10 4.27 1.03 0.38
C11 3.06 0.54 0.85
H1 2.54 1.04 1.65
H2 4.70 1.91 0.82
H3 5.85 0.76 -1.05
H4 4.81 -1.25 -2.07
F1 2.60 -2.31 -1.34
H5 1.66 -2.99 0.59
H6 -0.27 -3.01 2.46
H7 -0.40 -3.94 0.95
S1 -3.83 -0.24 -1.35
C12 -4.05 1.39 -0.51
C13 -2.71 1.97 -0.23
C14 -1.94 2.48 -1.27
C15 -0.67 2.96 -1.04
C16 -0.16 2.93 0.24
C17 -0.90 2.42 1.30
C18 -2.18 1.94 1.05
H8 -2.75 1.52 1.86
H9 -0.49 2.39 2.29
Cl1 1.43 3.53 0.53
H10 -0.07 3.36 -1.85
H11 -2.35 2.49 -2.28
H12 -4.62 1.19 0.40
H13 -4.63 1.98 -1.21
H14 -0.29 -1.17 -1.54
H15 -0.67 -2.91 -1.51
H16 -1.78 -1.76 -2.30

## Properties
- SMILES = Cn1c(CNC(=O)c2ccccc2F)nnc1SCc1ccc(Cl)cc1
- frontier orbital gap (eV) = 8.82
- total charge = 0
- E_LUMO (eV) = 0.5

These are the Mulliken partial charges, in e, on atoms 1 to 4: -0.8411, 0.1331, 0.5358, -0.4765

---

[2]
Below is a molecular structure, C18H16ClN4O9RuS, with properties calculated with ωB97M-V with the def2-TZVPD basis set.

Positions of all 50 atoms, in Å:
Ru1 -0.14 -0.17 0.17
Cl1 6.12 -0.45 4.31
C1 4.86 -0.22 3.11
C2 5.21 -0.03 1.76
C3 4.25 0.15 0.81
C4 2.85 0.16 1.13
O1 2.00 0.34 0.20
C5 2.53 -0.03 2.51
C6 1.17 0.02 3.03
O2 0.15 0.30 2.43
C7 3.54 -0.22 3.47
H1 6.26 -0.04 1.49
H2 4.51 0.29 -0.23
H3 1.11 -0.18 4.11
H4 3.26 -0.37 4.50
C8 -2.72 -2.23 0.97
C9 -2.66 -1.59 -0.42
C10 -4.05 -1.06 -0.78
C11 -2.24 -2.62 -1.48
N1 -1.74 -0.45 -0.45
H5 -3.37 -3.11 0.96
H6 -3.12 -1.52 1.69
H7 -1.73 -2.53 1.30
H8 -4.80 -1.86 -0.79
H9 -4.03 -0.58 -1.76
H10 -4.37 -0.31 -0.05
H11 -2.84 -3.53 -1.39
H12 -1.19 -2.87 -1.37
H13 -2.38 -2.20 -2.48
O3 -0.26 4.08 -0.88
C12 -0.21 2.85 -1.01
O4 -0.38 1.99 -0.12
C13 0.08 2.39 -2.47
C14 0.39 1.08 -2.82
C15 0.61 0.77 -4.15
C16 0.54 1.70 -5.17
C17 0.24 2.99 -4.78
C18 0.02 3.35 -3.47
N2 0.16 4.02 -5.84
O5 -0.12 5.15 -5.51
O6 0.36 3.67 -6.99
N3 0.94 -0.63 -4.51
O7 1.19 -0.86 -5.69
O8 0.96 -1.45 -3.63
H14 0.43 0.33 -2.02
H15 0.72 1.42 -6.20
H16 -0.21 4.37 -3.18
O9 1.29 -4.45 0.87
S1 1.35 -3.16 0.15
N4 0.45 -2.08 0.56

## Properties
- frontier orbital gap (spin up / spin down) (eV) = 5.08 / 5.00
- multiplicity = 2
- total charge = -2
- E_LUMO (spin up / spin down) (eV) = 3.7 / 3.7

These are the Mulliken partial charges, in e, on atoms 1 to 4: 0.7356, -0.2977, 0.1371, -0.4543

---

[3]
Below is a molecular structure, C18H16Co2NO6, with properties calculated with ωB97M-V with the def2-TZVPD basis set.

Positions of all 43 atoms, in Å:
O1 -2.34 1.42 -0.45
C1 -1.27 1.00 -0.36
Co1 0.39 0.48 -0.13
C2 1.30 1.54 -1.73
O2 2.02 2.50 -1.65
C3 0.40 -0.48 1.40
O3 0.31 -0.77 2.52
C4 0.06 -1.16 -1.13
C5 -1.22 -1.90 -1.21
C6 -2.02 -2.13 -0.09
C7 -3.27 -2.74 -0.23
C8 -3.74 -3.09 -1.49
C9 -2.94 -2.88 -2.62
C10 -1.65 -2.35 -2.48
C11 0.98 -0.71 -2.04
C12 1.08 0.56 -2.78
Co2 1.85 -1.66 -0.85
C13 2.31 -2.02 0.82
O4 2.83 -2.31 1.81
C14 2.06 -3.27 -1.58
O5 2.26 -4.33 -2.01
C15 3.27 -0.75 -1.21
O6 4.19 -0.09 -1.45
H1 -1.66 -1.81 0.89
H2 -3.87 -2.93 0.65
H3 -4.71 -3.55 -1.61
H4 -3.30 -3.13 -3.63
H5 -0.98 -2.24 -3.34
H6 1.87 0.54 -3.56
H7 0.13 0.83 -3.31
C16 -0.55 3.63 3.78
C17 0.39 2.59 3.16
C18 0.59 2.86 1.67
N1 1.49 1.92 0.93
H8 -0.70 3.43 4.85
H9 -0.12 4.63 3.68
H10 -1.55 3.64 3.32
H11 1.36 2.60 3.68
H12 -0.06 1.60 3.29
H13 -0.37 2.79 1.13
H14 0.97 3.88 1.52
H15 2.10 1.38 1.54
H16 2.12 2.46 0.31

## Properties
- frontier orbital gap (eV) = 5.30
- total charge = -1
- E_LUMO (eV) = 3.0

These are the Mulliken partial charges, in e, on atoms 1 to 4: -0.4248, -0.2098, 0.4081, 0.5071

---

[4]
Below is a molecular structure, C18H16CoN9O2S4, with properties calculated with ωB97M-V with the def2-TZVPD basis set.

Positions of all 50 atoms, in Å:
Co1 0.47 0.33 0.24
N1 0.92 -2.61 3.21
C1 1.06 -1.44 2.53
N2 0.37 -1.13 1.48
C2 -0.52 -2.09 0.96
N3 -1.33 -1.72 0.00
N4 -1.16 -0.47 -0.40
C3 -2.00 -0.01 -1.33
C4 -1.91 1.30 -1.81
C5 -2.64 1.82 -2.88
C6 -2.18 2.99 -3.53
C7 -1.11 3.70 -3.10
C8 -0.47 3.35 -1.81
N5 -0.97 2.11 -1.21
C9 -0.51 -3.43 1.48
C10 -1.19 -4.49 0.87
C11 -1.12 -5.76 1.42
C12 -0.37 -6.00 2.56
C13 0.33 -4.96 3.16
C14 0.26 -3.68 2.63
H1 1.62 -2.82 3.91
H2 1.70 -0.71 2.99
H3 -2.76 -0.67 -1.72
H4 -3.46 1.26 -3.28
H5 -2.68 3.28 -4.44
H6 -0.72 4.56 -3.63
H7 -0.55 4.16 -1.08
H8 -1.75 -4.28 -0.02
H9 -1.65 -6.57 0.94
H10 -0.31 -6.99 2.97
H11 0.93 -5.13 4.04
S1 3.57 -2.29 1.53
S2 4.17 -0.47 1.01
S3 3.36 0.91 2.37
S4 1.74 1.76 1.49
N6 3.40 4.65 -2.99
C15 2.73 3.86 -2.47
N7 2.14 2.89 -1.87
C16 0.91 2.67 -1.62
N8 0.34 1.62 -1.01
N9 2.99 -3.61 -1.29
C17 2.40 -3.09 -2.50
C18 1.51 -1.89 -2.16
O1 0.66 -1.46 -2.89
O2 1.78 -1.35 -0.98
H12 3.87 -4.08 -1.43
H13 2.37 -4.23 -0.79
H14 2.47 -1.90 -0.51
H15 1.82 -3.81 -3.09
H16 3.20 -2.70 -3.15

## Properties
- frontier orbital gap (spin up / spin down) (eV) = 4.70 / 4.64
- multiplicity = 2
- total charge = -1
- E_LUMO (spin up / spin down) (eV) = 1.1 / 1.1

These are the Mulliken partial charges, in e, on atoms 1 to 4: -0.9689, 0.0959, -0.3449, 0.3560

---

[5]
Below is a molecular structure, C18H16CoN9O2S4, with properties calculated with ωB97M-V with the def2-TZVPD basis set.

Positions of all 50 atoms, in Å:
Co1 -0.45 0.19 0.40
N1 1.95 -3.27 0.30
C1 1.25 -2.20 0.74
N2 0.47 -1.50 0.00
C2 0.37 -1.80 -1.38
N3 -0.28 -0.97 -2.15
N4 -0.74 0.07 -1.46
C3 -1.39 1.07 -2.05
C4 -1.69 2.15 -1.20
C5 -2.36 3.33 -1.61
C6 -2.57 4.33 -0.70
C7 -2.12 4.18 0.62
C8 -1.49 3.00 0.96
N5 -1.26 2.01 0.10
C9 1.04 -2.98 -1.89
C10 0.92 -3.40 -3.21
C11 1.61 -4.52 -3.66
C12 2.42 -5.24 -2.78
C13 2.54 -4.83 -1.46
C14 1.85 -3.71 -1.02
H1 2.61 -3.70 0.93
H2 1.36 -1.94 1.78
H3 -1.62 1.04 -3.11
H4 -2.70 3.41 -2.63
H5 -3.09 5.23 -1.00
H6 -2.28 4.94 1.37
H7 -1.14 2.84 1.97
H8 0.29 -2.83 -3.88
H9 1.51 -4.84 -4.68
H10 2.96 -6.11 -3.12
H11 3.17 -5.38 -0.77
S1 -1.55 0.60 3.63
S2 -1.35 2.22 4.91
S3 0.32 3.21 4.62
S4 0.20 0.37 2.68
N6 -6.64 -0.62 0.82
C15 -5.61 -1.10 1.10
N7 -4.50 -1.73 1.46
C16 -3.39 -1.12 1.13
N8 -2.35 -0.67 0.87
N9 1.79 2.96 1.58
C17 2.92 2.00 1.72
C18 2.67 0.88 0.66
O1 3.42 -0.09 0.68
O2 1.66 1.11 -0.07
H12 2.07 3.91 1.35
H13 1.18 2.96 2.42
H14 1.27 2.51 0.76
H15 2.88 1.56 2.72
H16 3.87 2.49 1.57

## Properties
- frontier orbital gap (spin up / spin down) (eV) = 5.11 / 5.81
- multiplicity = 4
- total charge = -1
- E_LUMO (spin up / spin down) (eV) = 2.1 / 0.8

These are the Mulliken partial charges, in e, on atoms 1 to 4: -0.3695, 0.1324, -0.3600, 0.0125

---

[6]
Below is a molecular structure, C18H16F5IrN3O16P2, with properties calculated with ωB97M-V with the def2-TZVPD basis set.

Positions of all 61 atoms, in Å:
Ir1 0.18 0.61 -0.10
N1 2.08 0.64 1.26
C1 1.92 0.87 2.71
C2 1.22 2.19 2.95
C3 -0.25 2.07 2.60
O1 -1.09 2.07 3.47
O2 -0.52 1.98 1.31
H1 2.40 -0.30 1.06
H2 2.71 1.31 0.85
H3 2.89 0.86 3.21
H4 1.33 0.05 3.12
H5 1.67 2.97 2.33
H6 1.29 2.47 4.00
C4 -2.54 0.01 -4.64
C5 -1.30 0.41 -3.86
O3 -0.37 1.12 -4.70
P1 -1.69 1.62 -2.56
O4 -2.95 1.15 -1.73
O5 -2.34 2.85 -3.35
O6 -0.50 2.05 -1.76
P2 -0.53 -1.07 -3.01
O7 1.01 -0.90 -3.37
O8 -1.09 -2.33 -3.53
O9 -0.75 -0.73 -1.51
H7 -2.97 0.87 -5.16
H8 -3.29 -0.41 -3.97
H9 -2.27 -0.76 -5.36
H10 0.46 0.63 -4.69
H11 -2.72 0.59 -0.97
H12 -1.71 3.17 -4.02
H13 1.51 -0.38 -2.68
O10 -1.68 -0.52 1.00
C6 -0.88 -1.37 1.42
O11 0.35 -1.39 1.08
C7 -1.37 -2.41 2.39
C8 -0.48 -3.30 2.97
C9 -0.96 -4.21 3.89
C10 -2.29 -4.27 4.25
C11 -3.14 -3.37 3.65
C12 -2.71 -2.43 2.74
N2 -4.58 -3.41 4.02
O12 -4.92 -4.22 4.87
O13 -5.33 -2.64 3.46
N3 -0.02 -5.16 4.53
O14 -0.49 -6.03 5.24
O15 1.16 -5.01 4.32
H14 0.56 -3.28 2.70
H15 -2.65 -4.99 4.96
H16 -3.40 -1.72 2.30
F1 4.85 5.00 -3.18
C13 4.14 3.95 -2.76
C14 3.31 4.05 -1.66
F2 3.21 5.21 -1.01
C15 2.60 2.95 -1.22
F3 1.86 3.09 -0.12
C16 2.66 1.70 -1.85
O16 2.02 0.62 -1.43
C17 3.51 1.65 -2.96
F4 3.63 0.48 -3.62
C18 4.23 2.73 -3.41
F5 5.04 2.61 -4.46

## Properties
- frontier orbital gap (spin up / spin down) (eV) = 7.07 / 7.21
- multiplicity = 5
- total charge = -1
- E_LUMO (spin up / spin down) (eV) = 0.9 / 0.8

These are the Mulliken partial charges, in e, on atoms 1 to 4: 3.1784, -0.6359, -0.6835, -0.3004

---

[7]
Below is a single C18H16F5N3O6S molecule, with properties calculated with ωB97M-V with the def2-TZVPD basis set.

Positions of all 49 atoms, in Å:
O1 -0.72 1.10 -1.67
O2 -1.87 2.38 2.41
O3 -0.86 0.94 5.32
O4 -1.76 -1.81 1.99
O5 2.94 2.37 0.79
F1 -3.90 -4.36 -1.42
F2 -4.63 -1.86 -0.57
F3 -1.44 -4.85 -2.44
F4 -2.86 0.16 -0.60
F5 0.28 -2.62 -2.67
O6 -0.34 0.64 2.65
S1 4.31 0.52 -3.15
C1 -0.25 -0.03 -1.53
C2 -0.72 1.99 2.44
C3 -1.41 -0.01 4.80
C4 -1.84 -1.29 3.05
C5 1.90 2.02 0.17
C6 -3.07 -3.28 -1.57
C7 -3.39 -2.03 -1.10
C8 -1.75 -3.53 -2.04
C9 -2.49 -0.97 -1.17
C10 -0.89 -2.44 -2.06
C11 -1.17 -1.18 -1.50
N1 -1.36 -0.09 3.41
N2 0.66 2.55 0.56
N3 1.13 -0.05 -1.29
C12 3.72 0.12 -4.84
C13 0.24 3.03 1.88
C14 3.57 2.16 -2.84
C15 -2.20 -1.04 5.44
C16 -2.08 -2.15 4.29
C17 2.18 1.81 -2.41
C18 2.07 1.12 -1.10
H1 -0.02 2.10 -0.02
H2 1.61 -1.00 -1.05
H3 4.32 -0.78 -5.24
H4 3.74 1.04 -5.37
H5 2.68 -0.20 -4.78
H6 1.11 3.00 2.54
H7 -0.24 4.04 2.02
H8 3.58 2.78 -3.75
H9 4.06 2.66 -2.01
H10 -3.24 -0.74 5.66
H11 -1.69 -1.34 6.45
H12 -1.21 -2.83 4.49
H13 -2.96 -2.70 4.12
H14 1.65 1.24 -3.16
H15 1.66 2.77 -2.15
H16 3.00 0.62 -0.97

## Properties
- SMILES = CSCC[C@H](NC(=O)c1c(F)c(F)c(F)c(F)c1F)C(=O)NCC(=O)ON1C(=O)CCC1=O
- frontier orbital gap (eV) = 8.54
- total charge = 0
- E_LUMO (eV) = -0.2

These are the Mulliken partial charges, in e, on atoms 1 to 4: -0.7177, -0.5271, -0.5892, -0.5124

---

[8]
Below is a molecular structure, C18H16F6N5O5RuSSb, with properties calculated with ωB97M-V with the def2-TZVPD basis set.

Positions of all 53 atoms, in Å:
Ru1 1.00 0.49 0.17
N1 0.90 2.60 -0.23
C1 2.28 3.04 -0.51
C2 3.28 2.16 0.22
O1 4.42 2.46 0.44
N2 2.75 0.88 0.54
C3 3.55 -0.13 1.20
C4 2.86 -1.48 0.95
O2 3.48 -2.51 1.02
O3 1.59 -1.39 0.63
H1 0.23 2.96 -0.90
H2 0.60 2.96 0.67
H3 2.47 4.07 -0.24
H4 2.49 2.92 -1.58
H5 3.51 0.06 2.28
H6 4.59 -0.12 0.88
O4 -1.11 -2.16 -0.20
C5 -1.53 -1.16 0.30
N3 -0.97 0.13 0.10
C6 -1.85 1.10 0.61
O5 -1.73 2.29 0.44
C7 -2.95 0.39 1.31
C8 -4.00 0.88 2.05
C9 -4.85 -0.05 2.64
C10 -4.66 -1.42 2.46
C11 -3.60 -1.90 1.71
C12 -2.75 -0.97 1.14
H7 -4.13 1.95 2.19
H8 -5.68 0.29 3.24
H9 -5.34 -2.11 2.94
H10 -3.43 -2.96 1.57
N4 -0.36 -3.63 -4.87
C13 -0.39 -2.30 -5.07
S1 -1.00 -1.60 -6.41
C14 0.20 -1.50 -3.95
C15 -0.28 -0.22 -3.68
C16 0.20 0.46 -2.59
N5 1.16 -0.04 -1.78
C17 1.68 -1.24 -2.09
C18 1.23 -1.98 -3.16
H11 -0.77 -4.22 -5.57
H12 -0.16 -4.02 -3.96
H13 -1.06 0.21 -4.29
H14 -0.19 1.43 -2.33
H15 2.47 -1.62 -1.47
H16 1.71 -2.93 -3.35
F1 1.16 2.58 2.43
Sb1 0.58 1.43 3.86
F2 0.91 2.79 5.11
F3 -1.18 2.03 3.57
F4 0.00 0.18 5.12
F5 0.32 0.12 2.44
F6 2.36 0.81 3.99

## Properties
- frontier orbital gap (spin up / spin down) (eV) = 6.41 / 6.36
- total charge = 0
- E_LUMO (spin up / spin down) (eV) = -3.2 / -3.3

These are the Mulliken partial charges, in e, on atoms 1 to 4: 0.4813, -0.2924, -0.6382, 0.3228

---

[9]
Below is a molecular structure, C18H16N3O2S4TeW, with properties calculated with ωB97M-V with the def2-TZVPD basis set.

Positions of all 45 atoms, in Å:
W1 1.16 -0.52 0.29
O1 -5.55 1.11 1.35
C1 -4.63 1.94 1.49
O2 -4.60 3.14 1.81
C2 -3.23 1.34 1.23
C3 -3.08 0.01 0.87
C4 -1.83 -0.50 0.62
N1 -0.73 0.28 0.71
C5 -0.85 1.57 1.06
C6 -2.09 2.12 1.33
C7 0.45 2.27 1.10
C8 0.61 3.57 1.52
C9 1.88 4.11 1.57
C10 2.97 3.35 1.18
C11 2.76 2.07 0.75
N2 1.52 1.53 0.70
C12 -1.51 -1.90 0.26
C13 -2.46 -2.87 0.04
C14 -2.04 -4.16 -0.24
C15 -0.68 -4.45 -0.30
C16 0.22 -3.44 -0.12
N3 -0.18 -2.17 0.15
H1 -3.99 -0.58 0.81
H2 -2.23 3.16 1.62
H3 -0.26 4.14 1.83
H4 2.02 5.13 1.91
H5 3.98 3.74 1.21
H6 3.57 1.43 0.44
H7 -3.51 -2.62 0.11
H8 -2.77 -4.94 -0.41
H9 -0.33 -5.45 -0.50
H10 1.28 -3.60 -0.17
S1 3.23 -1.31 -0.30
S2 4.31 -1.93 1.37
S3 2.82 -2.61 2.58
S4 1.44 -1.06 2.58
C17 0.99 1.30 -3.38
Te1 0.38 -0.47 -2.41
C18 1.77 -1.72 -3.40
H11 2.06 1.45 -3.23
H12 0.43 2.13 -2.96
H13 0.74 1.17 -4.42
H14 1.36 -1.97 -4.37
H15 1.91 -2.61 -2.80
H16 2.72 -1.19 -3.49

## Properties
- frontier orbital gap (spin up / spin down) (eV) = 5.00 / 5.00
- total charge = +1
- E_LUMO (spin up / spin down) (eV) = -5.5 / -5.5

These are the Mulliken partial charges, in e, on atoms 1 to 4: 0.0651, -0.7076, 0.4451, -0.7047

---

[10]
Below is a single C18H16N4O5S molecule, with properties calculated with ωB97M-V with the def2-TZVPD basis set.

Positions of all 44 atoms, in Å:
N1 0.81 4.94 -0.58
O1 -2.63 5.30 0.51
O2 1.31 -3.39 -1.67
O3 0.24 -1.57 3.86
O4 2.37 -0.93 2.82
C1 1.06 3.81 -0.72
O5 -2.35 3.06 1.09
C2 -2.15 4.40 1.20
C3 0.29 -2.94 -1.14
C4 3.11 0.78 -0.19
C5 2.65 2.09 -0.15
C6 0.71 3.25 2.94
C7 2.41 -0.16 -0.94
C8 0.79 1.51 -1.59
C9 1.13 1.93 3.07
C10 -0.87 1.18 1.89
C11 1.49 2.44 -0.84
C12 -1.26 2.53 1.76
C13 -0.47 3.54 2.30
C14 1.27 0.20 -1.63
C15 0.34 0.88 2.54
N2 -1.10 4.74 2.03
N3 -0.21 -1.72 -1.61
N4 0.41 -1.52 1.32
C16 0.51 -0.80 -2.47
C17 -0.28 -3.56 0.15
C18 0.47 -2.97 1.37
S1 0.89 -0.82 2.78
H1 4.04 0.56 0.40
H2 3.15 2.86 0.46
H3 1.33 4.04 3.37
H4 2.79 -1.19 -1.07
H5 -0.07 1.87 -2.17
H6 2.03 1.71 3.57
H7 -1.52 0.40 1.51
H8 -0.58 5.59 1.76
H9 -0.93 -1.29 -1.01
H10 1.04 -1.12 0.65
H11 -0.21 -0.33 -3.15
H12 1.21 -1.35 -3.08
H13 -0.16 -4.64 0.04
H14 -1.35 -3.38 0.26
H15 0.03 -3.39 2.30
H16 1.53 -3.24 1.38

## Properties
- SMILES = N#Cc1cccc(CNC(=O)CCNS(=O)(=O)c2ccc3[nH]c(=O)oc3c2)c1
- frontier orbital gap (eV) = 9.15
- total charge = 0
- E_LUMO (eV) = -0.3

These are the Mulliken partial charges, in e, on atoms 1 to 4: -0.5705, -0.5895, -0.6263, -0.7323

---

Quick rundown of energy relative to the best compared isomer or geometry (same formula, charge and spin), same order as above: 0.085, 0.422, 2.636, 2.529, 0.000, 0.248, 0.000, 1.111, 0.224, 0.000 eV